1.
{
  "formula": "C14H19Cl3N2O2",
  "method": "ωB97M-V with the def2-TZVPD basis set",
  "molar_mass_g_mol": 353.68,
  "e_above_lowest_kcal_mol": 319.6,
  "homo_energy_ev": -9.022,
  "lumo_ev": -0.76,
  "gap_ev": 8.26,
  "largest_force_ha_per_bohr": 0.315,
  "species": ["C", "H", "O", "C", "C", "C", "N", "C", "N", "C", "O", "C", "C", "C", "C", "C", "C", "H", "H", "C", "H", "H", "H", "H", "H", "H", "C", "Cl", "Cl", "Cl", "H", "H", "H", "H", "H", "H", "H", "H", "H", "H"],
  "xyz": [[4.0167, 4.3760, -2.8724], [3.5780, 4.9913, -1.9477], [3.2319, 3.0621, -2.8556], [1.9147, 3.2648, -2.9361], [1.3075, 2.0349, -2.8690], [1.7609, 1.2139, -1.6046], [1.4938, -0.1992, -1.5109], [-0.2317, -0.4521, -1.5253], [-0.5304, -0.9909, -0.2491], [-1.4193, -0.4438, 0.6791], [-2.0281, 0.4123, 0.1204], [-1.7137, -1.1226, 1.7577], [-2.1311, -0.2170, 3.1052], [-2.3520, -1.0887, 4.1827], [-2.2768, -2.2828, 4.3582], [-1.6149, -3.1369, 3.2789], [-1.4120, -2.4583, 2.2087], [-1.0935, -3.1370, 1.2562], [-1.7835, -4.2813, 3.4015], [-2.3933, -3.1046, 5.6609], [-2.3141, -2.2799, 6.4698], [-3.3976, -3.3693, 5.6195], [-1.9093, -4.0496, 5.7466], [-2.5227, -0.4975, 4.9999], [-2.4789, 0.6740, 2.7105], [0.0578, -1.8403, 0.2239], [-0.5474, -1.3954, -2.4199], [-2.4364, -1.9565, -2.4422], [-0.1505, -0.9110, -4.1939], [0.3324, -3.0831, -2.2766], [-0.8268, 0.3416, -1.6449], [1.6640, -0.6943, -2.2852], [2.7266, 1.1453, -1.4281], [1.1803, 1.7971, -0.7651], [0.3531, 1.9449, -3.1454], [1.8013, 1.0793, -3.8552], [1.3997, 3.9098, -2.1604], [1.8655, 3.6048, -3.8886], [3.7479, 4.9603, -3.8874], [5.1320, 4.1799, -3.0162]],
  "atomic_forces_ev_per_a": [[-2.1, 0.0, -1.2], [1.7, -1.2, -2.0], [5.9, 2.2, 1.5], [-0.4, 2.9, 1.0], [3.9, -9.3, -1.1], [-6.3, 1.6, 0.1], [-6.3, 1.5, 3.3], [6.3, 0.2, 6.1], [3.0, -4.4, 4.7], [2.6, 0.2, -9.4], [-3.3, 4.6, 0.8], [-1.8, -1.0, 14.2], [1.3, -7.3, -6.7], [-0.9, 12.9, -1.4], [5.0, -15.4, -0.2], [-4.6, -0.9, 5.8], [1.9, 0.0, -9.8], [-0.5, 1.4, 2.1], [1.2, 2.2, -0.5], [-0.8, 4.4, 0.2], [0.2, -2.1, -0.6], [-2.3, -0.6, 0.5], [1.2, 0.0, 0.0], [-1.1, 1.3, 2.7], [-0.4, 2.3, 0.7], [-1.3, 2.9, -2.4], [-2.2, -7.2, -7.4], [2.3, 1.1, 0.2], [-0.6, -0.2, 1.6], [-0.6, 1.8, 0.3], [-1.7, 3.7, -0.6], [1.8, -1.9, -4.0], [4.8, 1.3, 0.6], [1.4, -1.4, -0.7], [-4.0, 0.0, -0.4], [-1.1, 3.2, 2.3], [0.9, 0.1, -0.5], [-1.8, 2.2, -3.0], [0.2, -1.2, 2.2], [-1.7, 0.0, 1.1]]
}


2.
{
  "formula": "C14H19ClEu",
  "method": "ωB97M-V with the def2-TZVPD basis set",
  "molar_mass_g_mol": 374.72,
  "total_charge": -1,
  "spin_multiplicity": 7,
  "homo_energy_ev": [-2.453, -2.551],
  "lumo_ev": [1.69, 3.18],
  "gap_ev": [4.14, 5.73],
  "largest_force_ha_per_bohr": 0.050,
  "species": ["C", "C", "C", "H", "C", "C", "H", "H", "H", "H", "Eu", "Cl", "C", "C", "C", "H", "C", "C", "H", "H", "H", "H", "C", "C", "C", "C", "H", "H", "H", "H", "H", "H", "H", "H", "H"],
  "xyz": [[2.0529, -2.1417, 1.0727], [2.0999, -2.6887, -0.2388], [0.7521, -2.8666, -0.6759], [2.9901, -2.9943, -0.7859], [-0.1186, -2.4622, 0.3734], [0.6890, -2.0557, 1.4708], [0.3356, -1.8314, 2.4811], [2.9173, -1.8609, 1.6920], [0.4439, -3.2944, -1.6350], [-1.2130, -2.4911, 0.3453], [1.2399, 0.0868, -0.6630], [3.4688, 1.1601, -0.1035], [1.2035, 1.9723, -2.5938], [-0.0321, 1.3155, -2.9217], [0.2860, 0.1137, -3.6290], [-1.0356, 1.7292, -2.7751], [1.7045, 0.0048, -3.7139], [2.2750, 1.1461, -3.0727], [3.3394, 1.3904, -3.0215], [1.3120, 2.9266, -2.0679], [-0.4326, -0.5369, -4.1389], [2.2554, -0.7431, -4.2949], [-3.0452, 2.1012, 2.5600], [-1.7698, 1.3460, 2.1095], [-1.5128, 0.1022, 2.9986], [-1.5920, 0.9063, 0.7227], [-3.9682, 1.5385, 2.3925], [-3.1168, 3.0889, 2.0976], [-2.9786, 2.2723, 3.6421], [-0.9552, 2.0740, 2.2950], [-1.9136, -0.8025, 2.5282], [-0.4339, -0.0228, 3.1233], [-1.9721, 0.2088, 3.9873], [-1.2357, -0.1087, 0.5542], [-2.0394, 1.4174, -0.1152]],
  "atomic_forces_ev_per_a": [[0.1, 0.0, 0.1], [-0.4, 0.5, -0.1], [0.1, 0.3, -0.1], [-0.2, 0.3, 0.1], [0.3, 0.0, -0.1], [0.2, 0.2, -0.3], [0.2, 0.2, -0.7], [-0.5, -0.3, -0.4], [0.1, 0.2, 0.4], [0.5, 0.0, 0.0], [-1.3, -1.1, -0.3], [0.3, 0.1, 0.5], [-0.1, -0.7, -0.1], [0.5, -0.1, -0.3], [0.0, 0.5, 0.4], [0.5, -0.3, 0.1], [0.0, 0.6, 0.4], [-0.6, 0.0, -0.2], [-0.5, -0.2, 0.1], [-0.1, -0.4, -0.3], [0.3, 0.2, 0.5], [-0.2, 0.2, 0.5], [0.2, -0.3, 0.0], [0.6, 0.2, 1.2], [0.0, 0.6, 0.3], [1.4, -0.4, -2.1], [0.0, 0.0, -0.2], [-0.1, -0.1, -0.2], [0.0, 0.0, -0.1], [-0.3, -0.1, 0.7], [0.0, 0.2, 0.0], [-0.2, -0.1, 0.1], [0.1, 0.0, 0.0], [-0.9, -0.2, 0.0], [-0.2, 0.1, -0.1]]
}


3.
{
  "formula": "C14H19ClMoN3O2P",
  "method": "ωB97M-V with the def2-TZVPD basis set",
  "molar_mass_g_mol": 423.69,
  "total_charge": 2,
  "spin_multiplicity": 3,
  "homo_energy_ev": [-15.171, -15.145],
  "lumo_ev": [-9.81, -10.83],
  "gap_ev": [5.36, 4.31],
  "largest_force_ha_per_bohr": 0.162,
  "species": ["Cl", "C", "C", "C", "H", "C", "C", "H", "H", "H", "C", "Mo", "C", "O", "C", "O", "H", "H", "H", "C", "N", "C", "N", "C", "N", "C", "P", "C", "C", "H", "H", "H", "H", "H", "H", "H", "H", "H", "H", "H", "H"],
  "xyz": [[-1.8169, -1.8669, -1.2962], [-0.0489, 1.7692, -1.6970], [0.2245, 2.3561, -0.4419], [-0.9237, 2.1961, 0.3783], [1.1450, 2.8330, -0.1511], [-1.9072, 1.4976, -0.3642], [-1.3657, 1.2611, -1.6552], [-1.8448, 0.6830, -2.4243], [0.6271, 1.7134, -2.5336], [-1.0268, 2.5367, 1.3953], [-3.2756, 1.1244, 0.0868], [0.0000, 0.0000, 0.0000], [-0.6652, -1.1510, 1.4347], [-1.0226, -1.7849, 2.3460], [1.1939, -1.3309, -0.8020], [1.8420, -2.1619, -1.3020], [-3.2856, 0.8828, 1.1483], [-3.6223, 0.2522, -0.4646], [-3.9841, 1.9406, -0.0785], [4.2172, -0.8618, 3.4915], [3.6089, -1.5792, 2.3657], [4.3548, -1.2998, 1.1080], [4.4905, 0.1598, 0.8394], [5.0860, 0.8256, 2.0058], [4.2800, 0.5819, 3.2128], [2.9332, 1.1662, 3.0865], [1.9332, 0.4647, 1.7018], [2.1725, -1.2709, 2.2459], [3.2150, 0.7951, 0.4445], [5.2430, -1.2559, 3.6679], [3.6513, -1.0549, 4.4303], [3.8799, -1.8136, 0.2472], [5.3711, -1.7447, 1.1919], [5.1897, 1.9178, 1.8215], [6.1195, 0.4433, 2.1629], [2.3765, 1.0148, 4.0358], [3.0230, 2.2632, 2.9380], [1.7644, -1.9848, 1.5133], [1.6333, -1.4605, 3.1989], [3.3375, 1.8874, 0.2897], [2.9258, 0.3848, -0.5356]],
  "atomic_forces_ev_per_a": [[1.8, 1.5, 1.4], [0.4, -0.3, 0.0], [0.6, -0.5, 0.1], [-0.5, -0.6, 0.3], [0.0, 0.3, -0.1], [-0.2, 0.3, 1.2], [0.9, -0.9, -0.1], [-0.2, 0.1, -0.2], [0.0, 0.1, -0.2], [-0.1, 0.1, 0.1], [-0.1, -0.2, 0.0], [-3.4, 5.0, -2.4], [-2.8, -4.3, 6.4], [1.4, 2.6, -4.0], [4.4, -5.9, -3.9], [-2.7, 3.6, 2.1], [-0.1, 0.1, 0.1], [-0.1, 0.0, 0.0], [0.1, 0.0, 0.0], [0.3, -0.3, 0.3], [-0.1, 0.0, -0.1], [0.2, 0.0, 0.2], [-0.2, 0.0, 0.0], [0.5, 0.2, 0.0], [-1.0, 0.1, -0.5], [0.4, 1.7, 2.1], [-0.6, -0.8, -0.7], [0.9, -1.3, -0.4], [1.2, -0.8, -1.1], [-0.6, 0.4, -0.3], [0.2, 0.2, -0.7], [0.1, 0.4, 0.5], [-0.6, 0.5, 0.1], [-0.3, -0.7, 0.1], [-0.8, 0.1, 0.0], [0.3, 0.0, -0.5], [0.0, -0.6, 0.1], [0.1, 0.1, 0.3], [0.4, 0.3, -0.4], [0.0, -0.5, 0.3], [0.2, 0.2, 0.2]]
}


4.
{
  "formula": "C14H19ClNO2",
  "method": "ωB97M-V with the def2-TZVPD basis set",
  "molar_mass_g_mol": 268.76,
  "total_charge": 1,
  "smiles": "C[C@@H](C[NH+]1CCCC1)OC(=O)c1ccccc1Cl",
  "homo_energy_ev": -12.091,
  "lumo_ev": -2.86,
  "gap_ev": 9.23,
  "largest_force_ha_per_bohr": 0.017,
  "species": ["C", "C", "C", "N", "C", "C", "C", "C", "O", "C", "O", "C", "C", "C", "C", "C", "C", "Cl", "H", "H", "H", "H", "H", "H", "H", "H", "H", "H", "H", "H", "H", "H", "H", "H", "H", "H", "H"],
  "xyz": [[-0.8177, -2.2047, 1.2241], [-0.5075, -1.9276, -0.2436], [-1.5544, -1.0724, -0.9816], [-1.9310, 0.1796, -0.2940], [-2.2491, 1.3003, -1.2094], [-2.8498, 2.3312, -0.2696], [-3.7586, 1.4752, 0.6157], [-3.0731, 0.0996, 0.6552], [0.8320, -1.4278, -0.4053], [1.2279, -0.2710, 0.1290], [0.4511, 0.5321, 0.6277], [2.6755, -0.0728, 0.0316], [3.5165, -1.1843, -0.1067], [4.8843, -1.0311, -0.1741], [5.4408, 0.2397, -0.1124], [4.6287, 1.3522, 0.0114], [3.2510, 1.2061, 0.0877], [2.2892, 2.6224, 0.2022], [-1.8177, -2.6162, 1.3230], [-0.1104, -2.9375, 1.6050], [-0.7268, -1.3107, 1.8355], [-0.4588, -2.8810, -0.7832], [-1.1343, -0.8125, -1.9573], [-2.4477, -1.6786, -1.1482], [-1.0436, 0.4632, 0.2431], [-1.3495, 1.6464, -1.7170], [-2.9831, 0.9655, -1.9461], [-3.3958, 3.1069, -0.7988], [-2.0630, 2.8027, 0.3197], [-4.7495, 1.3931, 0.1721], [-3.8715, 1.8999, 1.6096], [-2.7104, -0.1422, 1.6523], [-3.7558, -0.6882, 0.3335], [3.0748, -2.1674, -0.1450], [5.5193, -1.8970, -0.2726], [6.5110, 0.3653, -0.1635], [5.0569, 2.3414, 0.0499]],
  "atomic_forces_ev_per_a": [[0.3, 0.0, -0.2], [-0.5, 0.0, 0.2], [0.5, -0.6, -0.3], [0.5, 0.2, 0.3], [-0.1, 0.7, -0.3], [-0.1, -0.1, -0.1], [0.0, 0.1, 0.0], [-0.7, -0.1, 0.6], [0.2, 0.0, -0.2], [-0.3, 0.0, 0.0], [0.1, -0.2, 0.0], [0.4, 0.1, 0.0], [-0.1, 0.1, 0.0], [0.1, 0.0, 0.0], [-0.2, -0.1, 0.0], [-0.1, 0.1, 0.0], [0.0, -0.4, 0.0], [0.1, 0.4, 0.0], [-0.1, -0.1, 0.0], [0.0, -0.1, 0.0], [-0.1, 0.0, 0.0], [-0.1, 0.2, 0.1], [-0.1, 0.0, 0.1], [0.0, 0.1, 0.0], [-0.5, -0.2, -0.3], [0.0, -0.2, 0.0], [0.1, -0.1, 0.0], [0.0, 0.0, 0.0], [0.0, 0.0, 0.0], [0.0, 0.0, 0.0], [0.0, 0.0, 0.0], [0.1, -0.1, -0.1], [0.2, 0.0, 0.0], [0.0, -0.1, 0.0], [0.1, -0.1, 0.0], [0.1, 0.0, 0.0], [0.0, 0.1, 0.0]]
}


5.
{
  "formula": "C14H19N2",
  "method": "ωB97M-V with the def2-TZVPD basis set",
  "molar_mass_g_mol": 215.32,
  "total_charge": 1,
  "smiles": "CC1=CC(C)(C)[N+](C)=CN1c1ccccc1",
  "e_above_lowest_kcal_mol": 50.4,
  "homo_energy_ev": -12.449,
  "lumo_ev": -3.33,
  "gap_ev": 9.12,
  "largest_force_ha_per_bohr": 0.072,
  "species": ["C", "C", "C", "C", "C", "C", "N", "C", "C", "N", "C", "C", "C", "C", "C", "C", "H", "H", "H", "H", "H", "H", "H", "H", "H", "H", "H", "H", "H", "H", "H", "H", "H", "H", "H"],
  "xyz": [[2.2023, 0.2674, 1.2631], [0.9526, -0.3931, 0.6764], [0.3938, -1.4672, 1.2566], [-0.8310, -2.0865, 0.6465], [-1.8727, -2.1431, 1.7988], [-0.3368, -3.4917, 0.0841], [-1.3957, -1.3186, -0.5818], [-2.7586, -1.5803, -1.1221], [-0.8000, -0.1618, -0.8089], [0.3953, 0.2752, -0.4350], [0.6611, 1.6815, -0.6195], [1.7674, 1.9565, -1.4362], [2.2221, 3.2457, -1.6393], [1.5760, 4.3682, -1.1131], [0.4219, 4.0922, -0.2675], [0.0251, 2.7461, 0.0273], [2.5734, -0.2352, 2.1474], [2.8460, 0.1516, 0.3368], [1.9890, 1.3431, 1.4512], [0.8616, -1.8666, 2.1208], [-1.6833, -3.2041, 2.2016], [-2.9201, -2.1188, 1.4353], [-1.6624, -1.3489, 2.4791], [0.5607, -3.2443, -0.6090], [0.1405, -4.2510, 0.8298], [-1.2185, -4.0486, -0.3879], [-3.3733, -0.8089, -0.6712], [-2.7484, -1.6967, -2.2389], [-3.2121, -2.5300, -0.7328], [-1.2656, 0.5757, -1.5372], [2.4544, 1.1153, -1.7719], [3.0166, 3.4709, -2.3698], [1.9541, 5.3654, -1.3436], [-0.1178, 4.9232, 0.2327], [-0.8175, 2.4175, 0.6982]],
  "atomic_forces_ev_per_a": [[-0.7, 0.1, -2.4], [1.3, -0.4, 3.0], [-0.2, 2.3, -2.9], [0.0, -2.2, 0.1], [0.0, -2.8, -1.4], [0.4, -0.6, -0.2], [2.0, 0.9, 1.9], [-0.1, -1.0, 0.2], [-1.7, 0.7, -3.0], [-1.6, -0.4, 1.3], [2.0, 1.2, -1.0], [1.2, -1.3, 0.2], [0.0, 1.3, -1.1], [-2.0, -1.7, 1.4], [0.9, -0.1, 0.0], [-0.6, -0.1, -0.4], [0.1, -0.1, -0.1], [0.3, 0.6, 1.6], [0.5, -0.8, 0.0], [0.0, -0.5, 0.6], [-0.6, 1.8, 0.2], [0.6, 0.0, 0.4], [-0.1, 0.3, 0.7], [-1.9, -0.6, 0.6], [-1.1, 1.7, -0.7], [1.4, 0.7, 0.2], [-0.4, 0.3, -0.8], [0.0, 0.6, 1.1], [1.0, 0.7, -0.2], [0.1, -1.2, 0.9], [-1.4, 1.0, 0.1], [-0.1, -0.6, 0.7], [-0.4, -0.3, 0.3], [0.4, -0.7, -0.5], [0.8, 1.1, -0.6]]
}


6.
{
  "formula": "C14H19N2O3OsS3",
  "method": "ωB97M-V with the def2-TZVPD basis set",
  "molar_mass_g_mol": 549.75,
  "total_charge": 3,
  "spin_multiplicity": 5,
  "homo_energy_ev": [-17.621, -18.014],
  "lumo_ev": [-8.79, -12.13],
  "gap_ev": [8.83, 5.88],
  "largest_force_ha_per_bohr": 0.011,
  "species": ["Os", "S", "C", "N", "C", "C", "C", "C", "C", "C", "S", "H", "H", "H", "H", "O", "C", "O", "C", "N", "C", "C", "C", "H", "H", "H", "H", "H", "H", "H", "H", "H", "C", "S", "C", "O", "H", "H", "H", "H", "H", "H"],
  "xyz": [[0.6282, 0.3129, -0.0215], [3.2076, -0.2191, 0.6767], [2.3584, -0.0335, 2.0860], [1.0398, 0.2907, 1.9776], [0.4094, 0.4011, 3.1685], [-0.9482, 0.6863, 3.3921], [-1.3700, 0.7357, 4.6906], [-0.4760, 0.5063, 5.7875], [0.8519, 0.2240, 5.5957], [1.3074, 0.1687, 4.2749], [2.8936, -0.1466, 3.7310], [-1.6252, 0.8528, 2.5660], [-2.4056, 0.9512, 4.9177], [-0.8740, 0.5654, 6.7921], [1.5206, 0.0548, 6.4285], [0.0892, -1.6342, -0.1856], [-0.0588, -1.5812, -1.4589], [0.1534, -0.4655, -2.0025], [-0.5054, -2.8020, -2.2096], [-0.3759, -2.5878, -3.6969], [-1.5639, -3.3023, -4.3333], [-2.6707, -2.9989, -3.3481], [-2.0078, -3.1425, -1.9726], [0.1362, -3.6390, -1.9368], [0.5164, -2.9261, -4.0603], [-0.4218, -1.5860, -3.9063], [-1.3026, -4.3591, -4.3701], [-1.6969, -2.9183, -5.3412], [-3.5081, -3.6818, -3.4727], [-3.0490, -1.9866, -3.5007], [-2.0761, -4.1591, -1.5925], [-2.4525, -2.4832, -1.2301], [0.1971, 4.5397, -1.2102], [1.4291, 3.2634, -1.2632], [2.7717, 4.0182, -0.3805], [0.8586, 2.2213, -0.2084], [0.0422, 4.8656, -0.1835], [-0.7113, 4.1376, -1.6543], [0.5719, 5.3557, -1.8321], [3.1343, 4.8259, -1.0212], [3.5556, 3.2716, -0.2689], [2.4273, 4.4039, 0.5771]],
  "atomic_forces_ev_per_a": [[-0.1, -0.5, -0.1], [0.1, -0.1, -0.1], [-0.1, 0.3, 0.2], [0.1, -0.1, 0.0], [-0.1, 0.0, 0.1], [0.1, 0.0, 0.1], [0.0, 0.0, 0.0], [-0.1, 0.0, 0.0], [0.1, 0.0, -0.1], [-0.2, 0.1, 0.1], [0.1, -0.2, -0.1], [0.0, 0.0, 0.0], [0.0, 0.0, 0.0], [0.0, 0.0, 0.0], [0.0, 0.0, 0.0], [0.0, -0.1, 0.0], [0.0, 0.0, 0.0], [0.0, 0.0, 0.0], [0.0, 0.0, -0.1], [-0.1, 0.0, 0.0], [0.2, 0.1, 0.0], [-0.1, 0.0, 0.0], [0.1, 0.0, 0.0], [0.0, 0.0, 0.1], [0.0, 0.0, 0.0], [0.0, 0.0, 0.0], [0.0, 0.0, 0.0], [0.0, 0.0, 0.0], [0.0, 0.0, 0.0], [0.0, 0.0, 0.0], [0.0, 0.0, 0.0], [0.0, 0.0, 0.0], [0.0, 0.0, 0.0], [0.0, -0.2, 0.0], [0.0, 0.0, -0.1], [0.0, 0.5, 0.1], [0.0, 0.0, 0.0], [0.0, 0.0, 0.0], [0.0, 0.0, 0.0], [0.0, 0.0, 0.0], [0.0, 0.0, 0.0], [0.0, 0.0, 0.0]]
}